Model one:
{
  "formula": "C5H15NO2Si",
  "method": "ωB97M-V/def2-TZVPD",
  "symbols": ["C", "C", "C", "C", "C", "N", "O", "O", "Si", "H", "H", "H", "H", "H", "H", "H", "H", "H", "H", "H", "H", "H", "H", "H"],
  "positions_angstrom": [[-0.4196, -0.8628, -2.4355], [-1.4404, -2.2451, 1.0739], [2.6926, 1.2158, 1.5086], [-1.6858, 2.1465, 0.1997], [0.7568, -0.0786, -1.7667], [-0.0623, -1.9257, 1.2493], [2.0634, 0.6771, 0.2937], [-0.3693, 1.7137, 0.4023], [0.4839, 0.4416, -0.0061], [-0.4978, -1.7265, -1.7805], [-1.3412, -0.3860, -2.3688], [-0.2230, -1.2154, -3.4748], [-1.9335, -2.4054, 2.0538], [-1.9950, -1.5595, 0.5183], [-1.3461, -3.2702, 0.4637], [2.7558, 2.3162, 1.4351], [3.6769, 0.7281, 1.6044], [2.0283, 0.9362, 2.3539], [-1.5545, 3.1675, -0.1917], [-2.1890, 2.3157, 1.1764], [-2.1438, 1.4568, -0.5627], [1.1943, 0.8164, -2.2915], [1.5592, -0.8705, -1.5954], [-0.0098, -1.3857, 2.1406]],
  "spin_multiplicity": 1
}

=====

Model two:
{
  "formula": "C5H15NO2Si",
  "method": "ωB97M-V/def2-TZVPD",
  "symbols": ["C", "C", "C", "C", "C", "N", "O", "O", "Si", "H", "H", "H", "H", "H", "H", "H", "H", "H", "H", "H", "H", "H", "H", "H"],
  "positions_angstrom": [[2.3032, 1.3043, 0.9936], [0.4113, -2.2554, 0.9645], [-0.2917, -0.1824, -2.3279], [1.3683, 1.1468, -0.3113], [0.6488, -0.1664, -0.1647], [-1.3332, 0.9619, 0.6832], [0.9941, -0.9227, 0.8408], [0.1453, -0.8218, -1.2157], [-2.8362, 0.2232, 0.5241], [1.7469, 1.2874, 1.9158], [2.9218, 2.1879, 0.7919], [2.9466, 0.4841, 0.9660], [1.1129, -3.0397, 1.0193], [-0.2021, -2.4740, 0.1367], [-0.1951, -2.2383, 1.9225], [-1.4381, -0.3891, -2.3203], [0.1724, -0.5364, -3.2353], [-0.1565, 0.8702, -2.1456], [0.6686, 2.0027, -0.5597], [1.9351, 1.1397, -1.2122], [-0.9428, 1.2675, 1.4716], [-3.7293, -0.0730, 1.7094], [-2.7016, -0.9769, -0.2846], [-3.5488, 1.2004, -0.1620]],
  "spin_multiplicity": 1
}

=====

Relative energy of each structure, in kcal/mol: model one 0.0; model two 56.7.

=====

Model one:
{
  "formula": "C4H4",
  "method": "ωB97M-V/def2-TZVPD",
  "symbols": ["C", "C", "H", "H", "C", "C", "H", "H"],
  "positions_angstrom": [[1.3342, -0.8419, -2.2093], [1.5337, -0.5790, -1.0447], [1.0349, -1.1333, -3.1760], [1.9953, -0.3845, -0.1338], [-1.9809, 0.9734, 1.4253], [-0.9957, 0.4119, 1.8538], [-2.8607, 1.3880, 1.0045], [-0.0607, 0.1655, 2.2803]],
  "spin_multiplicity": 1,
  "smiles": "C#C.C#C"
}

=====

Model two:
{
  "formula": "C4H4",
  "method": "ωB97M-V/def2-TZVPD",
  "symbols": ["C", "C", "C", "C", "H", "H", "H", "H"],
  "positions_angstrom": [[1.4692, 0.4588, -0.0032], [2.5691, -0.0335, 0.0801], [-2.0292, -0.2220, 0.0286], [-1.4711, 0.9583, 0.0757], [3.6440, -0.2841, -0.1860], [-1.3658, -1.0665, 0.1544], [-3.0516, -0.5514, -0.1682], [0.2353, 0.7405, 0.0185]],
  "spin_multiplicity": 1
}

=====

Relative energy of each structure, in kcal/mol: model one 0.0; model two 59.4.

=====

Model one:
{
  "formula": "C4H4NOS",
  "method": "ωB97M-V/def2-TZVPD",
  "symbols": ["C", "C", "C", "C", "N", "O", "S", "H", "H", "H", "H"],
  "positions_angstrom": [[-1.5239, -0.0606, -0.6564], [0.3968, 1.6639, 0.2917], [0.6211, -1.2158, -0.0027], [-0.5168, -0.2514, 0.2916], [-2.1943, 0.1776, -1.5741], [0.1667, 2.1011, 1.3938], [1.1477, 1.9700, -1.0882], [0.2919, -2.2370, -0.0760], [1.3386, -1.0279, 0.9219], [1.0916, -0.9937, -0.9122], [-0.8194, -0.1262, 1.4105]],
  "spin_multiplicity": 1,
  "charge": -1
}

=====

Model two:
{
  "formula": "C4H4NOS",
  "method": "ωB97M-V/def2-TZVPD",
  "symbols": ["C", "C", "C", "N", "C", "O", "S", "H", "H", "H", "H"],
  "positions_angstrom": [[0.2245, -0.2242, 0.3192], [-0.9335, 0.5605, -0.2702], [-0.8567, 1.9584, -0.0706], [-0.8275, 3.0993, 0.0791], [-2.4187, 0.0102, 0.4509], [-2.4024, -0.1000, 1.6560], [-3.5904, -0.3112, -0.6714], [0.2730, -0.0685, 1.3950], [1.1725, 0.0848, -0.1284], [0.0782, -1.2868, 0.1270], [-1.0687, 0.3521, -1.3361]],
  "spin_multiplicity": 1,
  "charge": -1,
  "smiles": "C[C@H](C#N)C([O-])=S"
}

=====

Relative energy of each structure, in kcal/mol: model one 28.8; model two 0.0.

=====

Model one:
{
  "formula": "C2H2N2O4",
  "method": "ωB97M-V/def2-TZVPD",
  "symbols": ["O", "C", "O", "N", "O", "C", "N", "O", "H", "H"],
  "positions_angstrom": [[0.2556, -1.8707, -0.0702], [0.2052, -0.7894, -0.3825], [-0.1175, -0.2962, -1.7171], [-0.8970, 0.8586, -1.5941], [0.2046, 1.4403, -0.5463], [0.2501, 0.4843, 0.2920], [0.2409, 0.6606, 1.5646], [0.0185, -0.3890, 2.5183], [-0.6988, 1.4142, -2.6665], [-0.3301, -1.2932, 1.9380]],
  "spin_multiplicity": 1,
  "smiles": "O=c1o[nH]o/c1=N/O"
}

=====

Model two:
{
  "formula": "C2H2N2O4",
  "method": "ωB97M-V/def2-TZVPD",
  "symbols": ["O", "N", "O", "C", "N", "O", "C", "O", "H", "H"],
  "positions_angstrom": [[1.9426, -1.7438, 0.2917], [1.5302, -0.9477, -0.5280], [0.8370, -1.2064, -1.4848], [1.9546, 0.3609, -0.5284], [1.9491, 1.4648, -0.1183], [2.0261, 2.6244, -0.0020], [-2.5024, -0.1528, 0.6751], [-1.7416, 0.7532, 0.6225], [-2.4070, -1.2282, 0.5120], [-3.5887, 0.0757, 0.5603]],
  "spin_multiplicity": 1,
  "smiles": "O=[N+]([O-])C#[N+][O-].C=O"
}

=====

Relative energy of each structure, in kcal/mol: model one 0.0; model two 12.3.

=====

Model one:
{
  "formula": "C5H13N2",
  "method": "ωB97M-V/def2-TZVPD",
  "symbols": ["C", "C", "C", "C", "C", "N", "N", "H", "H", "H", "H", "H", "H", "H", "H", "H", "H", "H", "H", "H"],
  "positions_angstrom": [[-0.3015, -1.7772, 1.6441], [0.4760, -0.5568, 1.0172], [0.5015, -0.7137, -0.5610], [-0.8013, -0.1808, -0.9797], [-0.7809, 0.7848, -1.9880], [0.1311, 1.9047, -1.5806], [0.1019, 0.8290, 1.3635], [-1.2247, -1.9318, 1.0740], [-0.5410, -1.5679, 2.6833], [0.3639, -2.6370, 1.6188], [1.4994, -0.6859, 1.3926], [0.5646, -1.8006, -0.7314], [1.4098, -0.2634, -0.9587], [-1.6960, -0.6963, -0.6277], [-0.9589, 0.5899, -3.0448], [-0.2077, 2.8491, -1.8283], [1.1204, 1.9066, -1.8648], [0.1677, 1.9271, -0.5195], [-0.6644, 0.7141, 2.0249], [0.8401, 1.3060, 1.8659]],
  "spin_multiplicity": 2,
  "charge": 2
}

=====

Model two:
{
  "formula": "C5H13N2",
  "method": "ωB97M-V/def2-TZVPD",
  "symbols": ["C", "C", "C", "C", "N", "C", "N", "H", "H", "H", "H", "H", "H", "H", "H", "H", "H", "H", "H", "H"],
  "positions_angstrom": [[-0.2564, 2.1988, 0.1471], [1.0453, 1.3595, 0.2016], [0.9612, -0.0135, -0.4533], [0.4035, -1.0757, 0.3032], [-0.2977, -2.0917, -0.0568], [-0.6414, -3.1675, 0.9221], [-0.7935, 2.1743, -1.2835], [-0.9252, 1.8467, 0.9327], [-0.0142, 3.2239, 0.4427], [1.8979, 1.9083, -0.2103], [1.2816, 1.3608, 1.2817], [1.7404, -0.3888, -1.1013], [0.8524, -1.1533, 1.2989], [-0.4155, -2.4362, -1.0086], [-0.3896, -4.1380, 0.4895], [-0.0984, -3.0479, 1.8611], [-1.7066, -3.2548, 1.0988], [-0.7641, 1.2265, -1.6492], [-0.1846, 2.8248, -1.7907], [-1.6950, 2.6438, -1.4260]],
  "spin_multiplicity": 2,
  "charge": 2
}

=====

Relative energy of each structure, in kcal/mol: model one 65.9; model two 0.0.

=====

Model one:
{
  "formula": "ClH3O3P",
  "method": "ωB97M-V/def2-TZVPD",
  "symbols": ["O", "O", "O", "P", "Cl", "H", "H", "H"],
  "positions_angstrom": [[0.2224, 0.0906, -1.3883], [-1.2709, 0.5413, 0.4769], [1.0831, -0.5532, 0.8980], [-0.1904, -0.4196, 0.0178], [-0.7951, -2.2268, -0.3638], [-0.3809, 0.1206, -2.0923], [-1.5937, 0.8454, 1.3430], [1.8782, -0.1331, 0.4901]],
  "spin_multiplicity": 1,
  "charge": 1
}

=====

Model two:
{
  "formula": "ClH3O3P",
  "method": "ωB97M-V/def2-TZVPD",
  "symbols": ["O", "O", "O", "P", "Cl", "H", "H", "H"],
  "positions_angstrom": [[-0.6713, 0.4607, -1.0708], [0.8604, 0.9176, 1.0180], [0.8326, -1.2068, -0.4012], [-0.0123, -0.0557, 0.2288], [-1.5338, -0.5930, 1.5225], [-1.3304, 1.0404, -1.3548], [1.5875, 1.4541, 0.8000], [0.2673, -2.0173, -0.7425]],
  "spin_multiplicity": 1,
  "charge": 1
}

=====

Model three:
{
  "formula": "ClH3O3P",
  "method": "ωB97M-V/def2-TZVPD",
  "symbols": ["O", "O", "O", "P", "Cl", "H", "H", "H"],
  "positions_angstrom": [[0.5176, 1.0834, -1.2900], [-1.4781, -1.4033, -0.1943], [-0.0899, 0.8974, 1.1361], [0.4541, 0.1375, -0.0667], [2.2471, -0.5385, 0.3017], [0.9121, 0.7095, -2.1434], [-1.7228, -2.0198, 0.5587], [-0.8401, 1.1338, 1.6978]],
  "spin_multiplicity": 1,
  "charge": 1
}

=====

Relative energy of each structure, in kcal/mol: model one 0.0; model two 8.5; model three 111.0.